Record 1
C52H60CsN5O3PSi3 as an isolated structure in a non-equilibrium geometry. Source: the Open Molecules 2025 dataset; level of theory: wB97M-V/def2-TZVPD.

* strongest force on any atom: 2.1 eV Å⁻¹
* Kohn-Sham gap: 5.48 eV
* LUMO level: 1.7513 eV

Geometry as ORCA input:
```
! wB97M-V def2-TZVPD RIJCOSX def2/J DEFGRID3
* xyz -1 1
Cs -0.62671 0.53850 -0.94992
P -0.53582 -0.81357 2.78165
Si 2.28295 -2.69439 -1.45301
Si -0.74365 -3.36362 -1.69482
Si 0.73772 -1.84758 -3.89636
O -0.51514 -0.62031 1.29808
O -3.90170 2.18413 -4.11989
O 1.61717 -0.39267 -4.01147
N 2.76586 1.86573 0.46799
N -0.46938 2.76772 -3.44766
N 0.71861 3.51798 -0.26486
N -2.75897 1.87777 -2.13000
N -2.99036 1.87208 0.69200
C -5.45052 1.48865 1.94722
C 4.84907 2.78450 2.08115
C 1.71536 4.03794 0.47202
C 3.82308 3.66063 1.68890
C 0.68610 -2.43152 -2.22690
C 2.57341 -3.11633 4.01826
C 0.65383 3.02439 -4.11330
C -1.52832 2.28777 -5.53428
C 1.73233 5.37938 0.87430
C -0.27210 4.29653 -0.64408
C 2.37580 -0.05801 -5.13485
C 0.87122 1.72624 5.66749
C 1.98842 -4.36573 4.17507
C 2.80628 5.86438 1.70434
C -4.03315 -1.23883 4.89478
C -4.42628 -1.84710 2.59985
C 0.78740 2.94033 3.59260
C 0.31271 1.80755 2.94233
C 2.80025 3.14976 0.87981
C 3.79857 5.04326 2.09723
C 0.40083 0.59560 5.02084
C -0.35855 2.56525 -6.21344
C 3.74629 1.07447 0.83815
C -0.61957 -4.06567 0.05857
C -1.16263 -4.85992 -2.78130
C 4.81715 1.48565 1.65422
C 0.76093 2.95290 -5.49079
C 1.56899 -2.99551 -5.15340
C 1.06331 2.90084 4.95031
C -2.36842 -2.38081 -1.61646
C -2.86444 2.13702 -3.41915
C -4.08313 1.62270 -0.03112
C 2.33947 -2.28517 0.39559
C -2.70855 -0.96078 4.59639
C 0.66640 6.19603 0.45821
C 0.42826 -2.18965 3.42625
C -4.88947 -1.68510 3.89585
C 0.62849 -4.53091 3.96029
C -4.04844 1.62040 -1.54591
C 1.79724 -2.03463 3.63952
C -0.33629 5.66146 -0.30382
C -3.12992 1.95489 2.02102
C 3.69320 -1.66012 -2.17638
C -0.93639 -1.43739 -4.65681
C -0.15059 -3.44483 3.58977
C -3.10362 -1.55651 2.29441
C -5.32652 1.40093 0.58044
C 2.93892 -4.47607 -1.52755
C 0.10595 0.63060 3.65734
C -2.23993 -1.11675 3.29530
C -1.54703 2.40773 -4.14607
C -4.31968 1.79056 2.69778
H -4.35051 1.87075 3.77601
H 0.65049 7.24053 0.74963
H 1.96233 -1.27845 0.58873
H 4.60502 5.40754 2.72314
H -3.17236 -2.97481 -1.16930
H -5.92517 -1.89838 4.13019
H 3.45622 -0.59572 -2.14715
H 1.75875 0.06999 -6.03388
H 2.26323 -5.17128 -1.02162
H -2.73993 -1.65599 1.27982
H 0.94070 3.85519 3.03474
H 3.70175 0.05177 0.48171
H 3.00997 -4.79518 -2.57134
H 0.17277 -5.50625 4.06725
H -2.04976 -0.60497 5.37938
H -1.60410 -2.30162 -4.68771
H -2.25277 -1.46998 -1.02286
H 0.25401 -4.70198 0.21565
H 3.63757 -2.98939 4.16680
H 0.28488 -0.32658 5.57890
H 3.36302 -2.37091 0.77931
H -1.44891 -0.64200 -4.10953
H -0.79898 -1.09007 -5.68547
H 2.79459 6.90483 2.00821
H -1.31596 -4.56502 -3.82239
H -2.44289 1.99530 -6.02930
H 0.08592 1.85217 1.88259
H 2.26585 -1.07010 3.48665
H 2.60422 -3.21346 -4.87698
H 3.14464 -0.80914 -5.35464
H 1.02817 -3.94673 -5.14554
H -6.40890 1.32633 2.42661
H -6.18131 1.18434 -0.04897
H -1.51498 -4.65348 0.28401
H 1.71203 -2.96692 0.97059
H -4.39921 -1.10407 5.90464
H 3.90944 -1.91029 -3.21719
H 2.88309 0.89322 -4.94643
H -1.03405 3.81214 -1.24615
H 1.56184 -2.61206 -6.17690
H 3.92838 -4.57707 -1.07033
H 1.70491 3.16974 -5.97333
H 5.58981 0.77901 1.92535
H -4.80368 2.34876 -1.88120
H -0.31480 2.47609 -7.29296
H -0.56382 -3.23774 0.76866
H -1.20960 -3.58579 3.41138
H -5.09147 -2.18218 1.81500
H 5.65376 3.14876 2.71007
H 2.59763 -5.21589 4.45512
H -2.06313 -5.38376 -2.44636
H 1.51301 3.29974 -3.50837
H 1.09747 1.68862 6.72535
H -2.22212 2.16985 2.57518
H -1.17301 6.25881 -0.63904
H -4.46967 0.65690 -1.88155
H 4.60079 -1.84893 -1.59196
H -2.69964 -2.06851 -2.60810
H 1.43502 3.78712 5.44941
H -0.32681 -5.56557 -2.76524
*
```

Mulliken population analysis, charges in e, atoms 1 to 4:
1 Cs 0.94
2 P 0.50
3 Si -0.32
4 Si -0.08

---

Record 2
A 3-piece molecular cluster, C27H57O14PS2 overall in a non-equilibrium geometry. Source: the Open Molecules 2025 dataset; level of theory: wB97M-V/def2-TZVPD.

* strongest force on any atom: 9.0 eV Å⁻¹
* Kohn-Sham gap: 8.75 eV
* LUMO level: -0.2982 eV

Geometry as ORCA input:
```
! wB97M-V def2-TZVPD RIJCOSX def2/J DEFGRID3
* xyz 0 1
S 2.65665 3.87897 2.71019
S 3.50338 -0.99229 6.96730
P 4.30935 0.18618 3.66285
O 1.82475 -2.38834 -0.57816
O 4.11083 -0.32138 1.97291
O 1.40152 3.37470 1.95808
O 0.93094 -3.81217 -3.17833
O 2.99756 5.23285 1.98708
O -1.38806 -2.84364 -1.35407
O -3.99685 5.13882 -1.81388
O 2.64277 3.97645 4.42022
O -1.85797 -6.35857 -7.13927
O 3.83815 2.64574 2.48432
O 5.96328 -0.29172 4.05025
O -2.53335 -4.59370 -9.60358
O -4.34951 5.87356 0.55240
O -0.73698 -3.47460 -7.02440
C -2.59875 -2.17199 -1.66434
C 2.33335 -2.22241 -1.90379
C -1.25763 -4.07975 -2.05903
C -0.59184 -5.84036 -7.56942
C -5.88011 3.88277 -0.64131
C 4.05004 2.06841 3.85321
C 3.50975 2.90597 6.51220
C -0.70975 -2.53867 -5.95942
C -2.43047 6.46505 2.24643
C 2.84377 -2.72056 0.35035
C 0.21363 -4.49221 -2.13819
C -4.67537 5.02556 -0.63945
C 0.19176 2.52317 5.20984
C -2.58262 5.64514 3.66749
C -1.30016 4.61292 5.83975
C 0.02499 3.74012 6.29526
C 4.54516 1.76673 7.07636
C -2.49032 -4.87845 -10.99291
C -0.08081 -4.69875 -6.68623
C 1.21881 -2.42881 -2.93318
C 3.80928 0.57277 7.97052
C 2.94851 2.61861 4.98244
C -2.95425 5.55961 0.97621
C -1.11284 5.44871 4.44108
C -3.37777 -5.49933 -8.89031
C 1.61511 1.71347 5.28258
C -2.99508 -5.52610 -7.40916
H 5.00808 2.69599 4.18699
H -0.04672 3.32722 7.41220
H -5.52196 2.84394 -0.18107
H -3.48776 -4.79371 -11.43334
H -1.82382 -4.83584 -1.50500
H 0.31970 -2.27515 -5.70475
H -3.29619 -6.51158 -9.30913
H -1.22608 -2.94501 -5.08303
H 3.12329 -0.15334 1.79104
H -0.67337 6.52678 4.64396
H 3.14262 -2.93530 -2.09557
H 1.58120 0.87834 4.43069
H -3.23048 6.29361 4.39772
H -1.23999 -1.63810 -6.28037
H 0.25241 -5.55336 -2.40877
H 0.92709 4.50814 6.31288
H 0.31319 -1.87559 -2.67635
H 0.72208 -4.39057 -1.17814
H -6.86478 4.24689 -0.10976
H 3.58948 -1.92369 0.40500
H -0.65642 1.72556 5.47480
H 6.59090 0.48614 3.97303
H -2.63326 -1.92631 -2.73037
H 5.23496 1.27641 6.25750
H 4.42701 0.24933 8.91280
H -0.03351 2.83846 4.08611
H -3.03781 7.46775 2.25470
H 0.10929 -6.67701 -7.47609
H -3.46038 -2.78598 -1.38742
H -6.19105 3.62778 -1.76075
H 2.57533 3.08556 7.21640
H 2.72336 -1.20366 -1.98162
H -3.09185 4.62046 3.42135
H -2.08346 -5.88040 -11.16185
H -3.82313 -5.98214 -6.85497
H -1.82648 -4.15436 -11.47042
H -2.18187 3.82739 5.71720
H -0.41219 4.94386 3.64906
H 3.09623 -2.06388 7.77794
H 2.38375 -2.84729 1.33396
H -2.85449 -4.52363 -7.00193
H -2.26511 5.86168 0.04970
H -1.29180 6.77237 2.09864
H -1.64546 5.38653 6.67515
H -4.40781 -5.14387 -8.99922
H 1.63404 1.15100 6.32161
H -2.83642 4.40752 1.24357
H -0.61507 -5.56525 -8.62579
H 0.99049 -4.55487 -6.85255
H -0.25330 -4.94769 -5.63352
H -1.66869 -3.98870 -3.07365
H 5.28093 2.33130 7.82728
H 4.07781 3.94864 6.47347
H 3.31873 -3.66717 0.07086
H 1.56983 -2.03259 -3.89239
H -2.62794 -1.23916 -1.09688
H 2.73398 1.00410 8.25821
*
```

Mulliken population analysis, charges in e, atoms 1 to 4:
1 S 1.14
2 S -0.16
3 P 0.28
4 O -0.21